1.
ORCA calculation (the ωB97M-V functional and the def2-TZVPD basis) on H4NOPS as an isolated structure at a distorted geometry.

XYZ file:
```
8
Properties=species:S:1:pos:R:3
S 1.077 2.207 0.445
P -0.039 0.844 1.619
O 1.013 -0.391 1.701
N -0.799 -0.373 -0.288
H -1.575 -1.003 -0.174
H -1.046 0.416 -0.882
H 2.274 1.586 0.625
H 0.819 -0.995 0.979
```

Properties
total charge	0
LUMO energy (alpha / beta)	-0.45 / -0.45	eV
ΔE to the lowest compared entry with this formula, charge and spin	194.28	kJ/mol
F_max	3.7	eV/Å
multiplicity	1
highest occupied orbital energy (alpha / beta)	-8.901 / -8.899	eV


2.
ORCA calculation (the ωB97M-V functional and the def2-TZVPD basis) on a 2-piece molecular cluster, C9H14N3O3 overall at a distorted geometry.

XYZ file:
```
29
Properties=species:S:1:pos:R:3
O 5.154 2.752 -1.554
O 4.208 4.750 -1.060
O -1.670 -2.091 -1.624
N -0.492 0.644 0.754
N 0.629 1.392 0.302
N -2.738 -2.862 0.242
C 2.671 2.600 0.867
C -4.002 -2.247 -0.132
C 4.130 3.569 -1.097
C -2.663 -3.616 1.481
C 1.492 1.856 1.253
C 2.859 2.812 -0.581
C 0.761 1.570 -1.043
C -1.674 -2.713 -0.573
C 1.897 2.299 -1.569
H 4.979 1.860 -1.189
H 0.041 1.152 -1.791
H -0.767 -3.218 -0.198
H -0.642 -0.045 0.000
H -3.864 -1.168 -0.228
H 1.347 1.658 2.343
H 3.409 2.984 1.601
H 2.076 2.471 -2.656
H -3.376 -4.441 1.442
H -4.323 -2.643 -1.097
H -0.107 0.103 1.540
H -4.761 -2.453 0.619
H -1.661 -4.017 1.631
H -2.914 -2.959 2.317
```

Properties
total charge	+1
LUMO energy	-4.92	eV
ΔE to the lowest compared entry with this formula, charge and spin	0.00	kJ/mol
F_max	3.1	eV/Å
multiplicity	1
highest occupied orbital energy	-12.161	eV


3.
ORCA calculation (the ωB97M-V functional and the def2-TZVPD basis) on C29H52LuP2Si as an isolated structure at a distorted geometry.

XYZ file:
```
85
Properties=species:S:1:pos:R:3
Lu 1.541 -1.431 -0.761
P 1.719 4.488 -1.972
P -0.037 4.222 0.485
Si 1.229 -4.510 3.692
C 3.015 -2.599 -3.200
C 1.530 -2.557 1.275
C 0.481 5.971 0.088
C -4.251 0.209 0.462
C 1.667 5.990 -0.859
C 0.186 -3.761 5.058
C 0.313 5.057 -3.039
C 0.807 4.132 2.131
C 1.681 -2.834 -2.603
C -1.277 1.305 1.197
C 0.362 -0.903 -3.743
C -1.736 4.729 1.104
C 0.507 -2.024 -2.785
C -0.618 -4.406 -0.131
C 1.441 -3.313 2.270
C -1.015 1.274 -0.347
C -3.295 2.115 -1.008
C -2.066 0.169 1.795
C -3.220 -0.396 1.353
C 1.415 -3.762 -1.553
C 3.027 5.241 -3.040
C -1.868 -1.998 -1.739
C 2.327 -4.798 -1.013
C -4.077 1.739 0.208
C -1.960 2.122 -1.160
C -0.463 -2.457 -1.828
C 2.910 -5.020 4.376
C 0.314 -6.066 3.129
C 0.088 -3.554 -1.110
H -5.104 2.113 0.047
H 2.600 -4.552 0.016
H 0.591 3.156 2.589
H 0.642 -6.373 2.128
H 3.238 -4.893 -1.609
H -1.667 2.282 1.518
H 0.727 6.482 1.026
H -0.496 -5.470 -0.367
H -3.444 -1.424 1.635
H 3.314 -4.249 5.047
H 3.985 5.210 -2.513
H 0.428 4.584 -4.021
H 1.342 -0.563 -4.094
H 0.009 1.645 -0.562
H -4.292 -0.312 -0.513
H -1.514 2.672 -1.986
H -5.239 0.054 0.941
H 1.842 -5.783 -0.984
H 2.799 6.287 -3.276
H 0.447 4.940 2.789
H -2.538 -2.437 -2.493
H 1.889 4.236 1.964
H -3.664 2.207 1.111
H -3.901 2.389 -1.876
H -0.183 -0.054 -3.310
H 2.609 6.014 -0.301
H 1.641 6.899 -1.469
H -0.843 -3.607 4.707
H -0.202 -1.209 -4.633
H -0.209 -4.247 0.866
H 0.500 -6.901 3.818
H 3.103 4.685 -3.978
H -0.375 6.506 -0.346
H -1.682 -4.170 -0.092
H 0.159 -4.406 5.948
H -2.492 4.028 0.721
H 3.612 -5.139 3.538
H -1.043 0.222 -0.699
H 0.596 -2.784 5.342
H 2.864 -5.969 4.931
H 3.597 -1.804 -2.680
H -1.934 -0.917 -1.873
H 2.901 -2.340 -4.261
H -2.292 -2.233 -0.760
H -1.503 -0.379 2.553
H -1.973 5.733 0.717
H -0.771 -5.902 3.087
H -0.276 1.241 1.658
H -0.652 4.777 -2.606
H 3.613 -3.516 -3.143
H 0.337 6.144 -3.186
H -1.772 4.754 2.205
```

Properties
total charge	+1
LUMO energy	-4.40	eV
F_max	2.3	eV/Å
multiplicity	1
highest occupied orbital energy	-10.296	eV


4.
ORCA calculation (the ωB97M-V functional and the def2-TZVPD basis) on a 3-piece molecular cluster, C2H13N2O2 overall at a distorted geometry.

XYZ file:
```
19
Properties=species:S:1:pos:R:3
O 2.909 0.134 -1.613
O -1.415 2.444 -0.656
N 0.161 0.547 0.276
N -0.865 -1.916 -0.227
C -0.558 -1.631 1.201
C -0.525 -0.125 1.444
H 0.113 -0.132 -0.503
H -1.225 3.353 -0.352
H 0.060 -0.084 2.370
H 3.730 0.036 -2.112
H -1.466 0.385 1.643
H -0.780 -2.934 -0.302
H 0.359 -2.196 1.397
H -0.387 1.404 -0.019
H -1.319 -2.035 1.891
H -1.851 -1.964 -0.514
H -2.274 2.570 -1.081
H 1.126 0.844 0.401
H 3.268 0.091 -0.716
```

Properties
total charge	+1
LUMO energy	-2.99	eV
ΔE to the lowest compared entry with this formula, charge and spin	81.78	kJ/mol
F_max	2.3	eV/Å
multiplicity	1
highest occupied orbital energy	-14.114	eV


5.
ORCA calculation (the ωB97M-V functional and the def2-TZVPD basis) on C29H79F3N5O12PbS as an isolated structure at a distorted geometry.

XYZ file:
```
130
Properties=species:S:1:pos:R:3
Pb -2.482 -2.252 -2.603
S -0.584 0.111 -0.857
F 0.590 0.577 1.390
F 1.090 -1.466 0.666
F -0.841 -1.024 1.508
O 0.421 0.928 -1.513
O 3.034 -2.252 6.990
O -3.402 -2.382 -0.121
O -2.289 2.209 2.083
O -1.810 0.830 -0.491
O -0.882 -1.185 -1.497
O 3.816 2.819 1.891
O -0.614 -3.995 -1.546
O 2.095 2.630 -5.599
O 4.374 -0.984 -1.344
O -4.211 0.018 0.947
O -2.401 0.044 -4.129
N -0.284 -2.868 -3.972
N 2.355 4.244 4.982
N -4.167 -0.356 -2.409
N 1.797 -0.216 -3.859
N 1.050 -3.248 5.405
C 3.924 -1.479 7.825
C 4.204 0.600 -3.975
C -1.970 3.570 2.432
C -5.268 0.591 1.709
C 2.976 -1.667 5.681
C -1.131 0.595 -4.623
C 1.197 3.664 -5.214
C 0.517 -4.032 -3.566
C -3.442 1.001 -4.138
C 0.133 -0.494 0.779
C 3.260 -0.446 -3.472
C 3.212 -0.474 -1.948
C 3.581 2.184 4.743
C -4.472 -3.345 0.198
C -0.691 -3.966 -0.097
C 3.488 2.795 0.533
C 1.125 3.977 -3.741
C 1.883 -4.111 -4.260
C 0.701 -3.983 -2.121
C -4.657 0.339 -3.635
C -5.790 1.295 -3.405
C 1.883 -2.183 3.423
C 2.880 3.437 2.727
C -5.558 -0.075 3.028
C -5.744 -2.977 -0.590
C 3.352 3.509 4.176
C -2.897 3.955 3.562
C 4.556 -0.735 0.016
C 2.256 -2.696 4.801
H -0.415 -0.183 -4.380
H -0.315 -2.918 -4.979
H 3.659 -0.427 7.938
H 4.606 0.338 0.275
H 1.542 4.579 -5.729
H -6.481 0.376 3.447
H 2.470 5.244 4.885
H 2.437 -0.689 5.759
H 3.778 1.599 -3.717
H 3.532 -1.432 -3.820
H -5.640 -3.007 -1.689
H -1.677 -4.248 0.198
H 1.136 -1.420 3.553
H 5.115 0.515 -3.411
H -5.786 -1.137 2.910
H -0.023 -4.925 -3.800
H -5.483 2.135 -2.736
H 1.511 -3.032 2.850
H 2.368 -3.186 -4.026
H -0.902 1.523 -4.143
H 3.770 -1.214 0.593
H -6.103 -2.010 -0.274
H 3.030 0.522 -1.521
H -4.753 0.041 3.766
H -0.510 -2.974 0.289
H -4.113 -4.331 -0.056
H 2.473 -4.948 -3.831
H -5.023 -0.445 -4.268
H -3.177 1.813 -3.389
H -3.598 1.459 -5.132
H 4.305 1.688 4.076
H -2.848 3.345 4.445
H 4.375 2.463 0.005
H 3.266 3.786 0.120
H -3.665 0.271 -1.843
H -1.889 2.065 1.208
H 2.758 -1.697 2.927
H 4.935 -1.576 7.384
H -6.043 1.775 -4.357
H 3.959 -1.532 5.245
H 0.411 -2.456 5.380
H -6.742 0.885 -3.049
H 1.795 -4.311 -5.337
H -1.167 0.753 -5.726
H -2.598 4.880 3.959
H -2.156 4.211 1.567
H 3.892 -1.926 8.826
H 0.065 -4.649 0.366
H 4.377 0.601 -5.035
H -3.626 -1.480 0.341
H 0.225 -2.031 -3.832
H 0.311 4.668 -3.511
H 5.545 -1.153 0.264
H 2.049 4.510 -3.512
H -6.468 -3.737 -0.357
H 2.661 2.113 0.310
H 1.285 -3.035 -1.947
H 1.208 -4.808 -1.636
H 2.919 -3.536 4.697
H -0.896 3.706 2.579
H -3.410 0.502 1.239
H -4.949 -0.569 -1.805
H 2.354 2.770 -6.532
H 0.176 3.457 -5.606
H 1.374 0.494 -3.249
H -3.928 3.951 3.185
H 1.809 0.151 -4.797
H 2.625 4.515 2.474
H 4.257 4.084 4.045
H -5.093 1.616 1.942
H -6.102 0.510 1.051
H 2.670 1.608 4.746
H 2.473 4.096 5.992
H -4.675 -3.442 1.281
H 3.984 2.232 5.780
H 1.902 2.931 2.684
H 1.104 3.132 -3.105
H 2.350 -1.067 -1.614
H 1.252 -3.415 6.404
```

Properties
total charge	+1
LUMO energy	-2.33	eV
F_max	2.4	eV/Å
multiplicity	1
highest occupied orbital energy	-10.739	eV


6.
ORCA calculation (the ωB97M-V functional and the def2-TZVPD basis) on one molecule with the formula C6H6IN3 at a distorted geometry.

XYZ file:
```
16
Properties=species:S:1:pos:R:3
I -4.083 -1.058 -0.917
N 0.618 0.811 2.036
N 0.981 -0.302 -0.035
N -0.923 1.271 0.251
C -2.619 0.411 -1.414
C 0.474 0.951 0.543
C -1.690 0.821 -0.563
C 0.892 -0.592 -1.307
C 1.557 -0.995 1.026
C 1.284 -0.261 2.186
H 1.159 -1.520 -1.695
H 1.673 -0.520 3.091
H 2.332 -1.735 1.063
H 0.927 1.755 0.024
H -2.862 0.937 -2.369
H 0.278 0.025 -1.920
```

Properties
total charge	0
LUMO energy (alpha / beta)	-0.19 / -0.20	eV
ΔE to the lowest compared entry with this formula, charge and spin	203.98	kJ/mol
F_max	3.0	eV/Å
multiplicity	1
highest occupied orbital energy (alpha / beta)	-7.424 / -7.418	eV


7.
ORCA calculation (the ωB97M-V functional and the def2-TZVPD basis) on C24H26O22Pd3 as an isolated structure at a distorted geometry.

XYZ file:
```
75
Properties=species:S:1:pos:R:3
Pd -2.601 2.759 -4.805
Pd -0.201 2.783 3.324
Pd -0.533 -0.863 -4.452
O 1.647 -4.398 -2.620
O -0.232 3.825 1.219
O 4.361 -2.940 2.208
O -4.140 -3.809 -0.697
O -0.086 -4.440 1.224
O 1.195 -2.664 -1.485
O 4.446 5.054 -6.100
O -1.104 2.624 -3.128
O 0.115 1.015 1.884
O 2.733 3.693 -5.449
O -0.089 0.015 -2.597
O -6.104 5.345 -0.878
O -4.774 6.992 0.000
O 3.493 5.275 -4.104
O -4.186 4.886 0.145
O -0.460 -5.529 3.124
O 0.352 -2.878 -3.628
O -6.266 -4.391 -0.433
O -4.774 -4.442 1.277
O 5.087 -1.162 3.458
O 0.454 -6.645 1.387
O 2.926 -1.440 2.990
C -3.164 5.605 0.881
C 3.579 4.667 -5.279
C -5.113 5.736 -0.351
C 4.171 -1.983 2.887
C -0.221 -4.198 3.502
C -0.044 0.466 -0.270
C -0.692 2.255 -2.025
C 2.460 -4.663 -1.447
C -0.053 1.421 0.698
C -3.549 7.026 0.683
C 1.045 -3.253 -2.710
C 1.874 3.641 -4.292
C 2.287 -3.237 -0.791
C 2.993 -0.443 3.984
C -0.464 3.216 -0.962
C 4.468 -0.105 4.237
C -0.417 -3.474 2.195
C -0.235 2.892 0.373
C -3.322 -4.677 1.284
C 2.570 4.560 -3.278
C -5.118 -4.234 0.024
C -2.940 -3.815 0.060
C -0.353 0.762 -1.655
C -0.003 -5.648 1.821
H 4.805 0.848 3.826
H -2.204 5.469 0.391
H -0.426 4.254 -1.268
H 0.732 -4.092 4.024
H -2.932 -4.331 2.235
H 3.103 4.027 -2.491
H 0.185 -2.562 2.162
H 2.661 -0.659 5.003
H -3.284 5.320 1.926
H -3.591 7.611 1.599
H 4.854 -0.100 5.254
H 3.434 -4.778 -1.914
H -3.167 -5.745 1.141
H 2.177 -5.527 -0.854
H 2.145 -3.281 0.286
H 0.137 -0.581 -0.064
H -2.183 -4.322 -0.537
H -0.986 -3.903 4.224
H 3.197 -2.664 -0.974
H 1.837 5.217 -2.814
H 1.992 2.621 -3.934
H -2.791 7.374 -0.025
H 0.933 4.126 -4.537
H 2.357 0.304 3.508
H -2.596 -2.800 0.249
H -1.407 -3.011 2.151
```

Properties
total charge	+4
LUMO energy (alpha / beta)	-12.05 / -15.11	eV
ΔE to the lowest compared entry with this formula, charge and spin	0.00	kJ/mol
F_max	4.0	eV/Å
multiplicity	7
highest occupied orbital energy (alpha / beta)	-18.059 / -18.059	eV


8.
ORCA calculation (the ωB97M-V functional and the def2-TZVPD basis) on one molecule with the formula C3H6N2O2 at a distorted geometry.

XYZ file:
```
13
Properties=species:S:1:pos:R:3
O 0.759 -0.177 0.938
O 1.875 -0.998 -0.930
N -0.554 2.364 0.565
N -0.848 1.132 -0.188
C -0.368 0.014 -0.015
C 1.834 -0.708 0.215
C -0.968 -1.201 -0.719
H -1.351 2.794 0.871
H 0.458 2.382 1.218
H -0.281 -1.650 -1.457
H 2.712 -1.054 0.970
H -1.559 -2.019 -0.188
H -1.710 -0.878 -1.281
```

Properties
total charge	0
LUMO energy	0.90	eV
ΔE to the lowest compared entry with this formula, charge and spin	436.99	kJ/mol
F_max	8.0	eV/Å
multiplicity	1
highest occupied orbital energy	-9.275	eV
structure (SMILES)	C/C(=N/N)OC=O


9.
ORCA calculation (the ωB97M-V functional and the def2-TZVPD basis) on one molecule with the formula C3H6N2O.

XYZ file:
```
12
Properties=species:S:1:pos:R:3
O 1.642 -1.318 -1.581
N 1.207 -0.293 0.451
N -0.291 -0.107 -1.388
C -1.055 -0.092 0.606
C 0.884 -0.600 -0.955
C -0.992 0.826 -0.516
H 1.950 -0.920 0.750
H -1.578 -1.027 0.436
H -0.485 1.773 -0.285
H -0.747 0.120 1.621
H -1.968 1.045 -0.962
H 1.548 0.663 0.549
```

Properties
total charge	0
LUMO energy (alpha / beta)	-1.04 / -1.04	eV
ΔE to the lowest compared entry with this formula, charge and spin	405.07	kJ/mol
F_max	0.3	eV/Å
multiplicity	1
highest occupied orbital energy (alpha / beta)	-8.649 / -8.647	eV


10.
ORCA calculation (the ωB97M-V functional and the def2-TZVPD basis) on a 2-piece molecular cluster, C2H11N2 overall at a distorted geometry.

XYZ file:
```
15
Properties=species:S:1:pos:R:3
N 0.201 -1.066 -0.419
N -2.039 0.428 -0.860
C 0.865 -0.364 0.856
C 1.331 1.064 0.697
H 1.643 1.202 -0.342
H 0.156 -0.371 1.663
H -0.720 -0.659 -0.687
H 0.142 -2.043 -0.071
H -2.120 -0.310 -1.562
H 0.881 -1.103 -1.183
H 0.554 1.813 0.894
H 1.494 -1.210 1.176
H -2.830 0.724 -0.423
H -1.704 1.284 -1.133
H 2.195 0.936 1.298
```

Properties
total charge	+1
LUMO energy	-3.36	eV
ΔE to the lowest compared entry with this formula, charge and spin	152.80	kJ/mol
F_max	3.6	eV/Å
multiplicity	1
highest occupied orbital energy	-15.203	eV


11.
ORCA calculation (the ωB97M-V functional and the def2-TZVPD basis) on C34H41F7N2NaS3Si as an isolated structure.

XYZ file:
```
89
Properties=species:S:1:pos:R:3
S -6.959 -0.341 -4.300
S -2.070 0.352 -0.371
S -2.843 2.928 -3.474
Si 3.504 0.070 2.133
Na -6.033 3.863 4.181
F 1.141 -5.388 1.700
F 1.534 -3.447 2.633
F -1.623 -4.431 3.225
F 3.047 -3.158 -1.732
F -0.206 -6.015 3.666
F 2.186 -2.948 0.226
F 0.065 -4.038 4.534
N 2.291 -1.800 -3.814
N -1.943 0.337 -3.402
C 0.257 -1.068 -0.705
C 2.487 -0.761 3.491
C -4.980 0.096 0.541
C -0.630 -2.144 1.443
C -1.532 1.717 -3.809
C -5.720 2.188 1.847
C -0.265 -3.590 1.097
C 0.252 -1.073 0.804
C -5.796 -0.061 -1.819
C -3.444 0.197 -1.463
C 5.520 2.102 2.368
C -2.200 4.448 -4.261
C 0.544 -4.265 2.173
C -4.545 1.389 1.258
C -5.597 -0.082 -3.195
C 2.535 -2.201 -0.879
C 5.498 0.482 4.125
C -0.827 -0.447 -1.340
C -0.311 -4.699 3.431
C 1.297 -1.575 -1.505
C 2.417 1.359 1.289
C 4.146 -1.240 0.921
C 1.257 -1.418 -2.900
C 0.146 -0.840 -3.478
C -4.734 0.082 -0.940
C 6.577 1.116 4.723
C -0.948 4.318 -5.103
C 4.946 0.964 2.936
C 7.125 2.250 4.143
C 3.632 -1.187 -0.525
C -3.238 0.184 -2.835
C 6.596 2.744 2.960
C -4.314 0.025 -3.696
C -0.892 -0.341 -2.719
H 5.125 2.496 1.442
H -1.170 -4.172 0.967
H -0.641 1.991 -3.252
H 7.963 2.743 4.609
H -0.551 -2.006 2.520
H -4.141 0.002 -4.759
H -7.328 0.940 -4.382
H 7.025 3.623 2.505
H 1.698 1.700 2.033
H 1.425 -0.589 3.329
H 1.852 0.978 0.441
H -0.105 3.971 -4.515
H -3.842 1.141 2.048
H -3.010 4.830 -4.874
H 3.265 -0.196 -0.775
H 1.245 -1.157 1.214
H -6.797 -0.171 -1.431
H 4.449 -1.391 -1.212
H 0.293 -3.667 0.168
H 5.227 -1.118 0.893
H -1.290 1.704 -4.864
H 2.978 2.233 0.972
H 2.727 -0.338 4.464
H 2.654 -1.834 3.533
H 0.108 -0.757 -4.552
H -1.662 -1.964 1.165
H -6.668 1.665 1.777
H 3.973 -2.219 1.357
H -4.497 -0.765 1.000
H -1.089 3.633 -5.933
H -0.123 -0.106 1.141
H 3.161 -1.334 -3.604
H -4.003 2.036 0.576
H -2.031 5.144 -3.446
H 6.992 0.729 5.640
H -0.700 5.287 -5.526
H 5.092 -0.402 4.596
H -5.832 3.146 1.341
H 2.462 -2.794 -3.784
H -5.534 2.380 2.905
H -6.048 -0.044 0.691
```

Properties
total charge	+1
LUMO energy	-5.08	eV
F_max	0.7	eV/Å
multiplicity	1
highest occupied orbital energy	-9.867	eV